Computed, not measured: a structure of composition C19H19KN2O4PS, with wB97M-V/def2-TZVPD.

Each line ends with the Mulliken charge.
Element x y z (Å)
C (-2.979, -2.945, 0.223)  -1.428
C (-1.666, -2.797, 0.942)  0.559
C (-1.566, -2.892, 2.332)  -0.721
C (-0.326, -2.718, 2.944)  -0.722
C (0.818, -2.453, 2.202)  -0.525
C (0.730, -2.366, 0.811)  0.499
C (1.955, -2.055, -0.029)  -1.662
C (1.662, -0.843, -0.848)  0.297
C (1.311, -0.811, -2.130)  0.927
N (1.194, -1.956, -2.967)  -0.531
C (2.228, -2.402, -3.439)  0.450
S (3.479, -3.006, -4.103)  -0.356
C (1.009, 0.504, -2.740)  0.164
O (1.210, 0.742, -3.899)  -0.560
C (0.424, 1.509, -1.809)  0.832
P (-0.760, 2.727, -2.454)  -0.284
C (-2.375, 2.315, -1.613)  -1.193
O (-1.081, 2.363, -4.042)  -0.510
C (0.782, 1.521, -0.523)  0.699
C (0.277, 2.503, 0.485)  -0.694
C (0.010, 1.930, 1.895)  -0.654
C (0.860, 2.535, 2.993)  0.317
N (2.211, 2.869, 2.688)  -0.412
O (0.364, 2.750, 4.058)  -0.545
C (1.755, 0.449, -0.115)  -0.284
O (2.549, 0.594, 0.769)  -0.525
C (-0.511, -2.542, 0.195)  -0.127
H (-3.306, -1.953, -0.091)  0.220
H (-3.751, -3.368, 0.853)  0.397
H (-2.855, -3.518, -0.689)  0.381
H (-2.443, -3.082, 2.928)  0.429
H (-0.258, -2.798, 4.020)  0.395
H (1.781, -2.303, 2.665)  0.458
H (2.234, -2.901, -0.648)  0.446
H (2.787, -1.809, 0.623)  0.443
H (-2.267, 1.434, -0.987)  0.334
H (-3.170, 2.123, -2.330)  0.473
H (-2.623, 3.159, -0.978)  0.407
H (-1.597, 1.547, -4.101)  0.343
H (0.998, 3.311, 0.600)  0.553
H (-0.640, 2.966, 0.137)  0.107
H (-1.004, 2.126, 2.222)  0.427
H (0.130, 0.847, 1.899)  0.128
H (2.825, 2.190, 3.123)  0.259
H (2.395, 3.761, 3.135)  0.255
H (-0.591, -2.495, -0.882)  0.469
K (-1.963, 4.954, -3.412)  1.063

Total charge   +1
F_max   1.5 eV/A
Spin multiplicity   1
Total energy   -2485.14367 Eh